# 1
15
Properties=species:S:1:pos:R:3 method="wB97M-V/def2-TZVPD" charge=0 gap_ev="5.98 / 6.90" multiplicity=3
Cl -1.66486 -1.19667 0.60017
O -2.60204 0.75020 -0.85151
C -1.57452 0.40986 -0.04813
C -0.60294 1.26675 0.25933
C 1.40238 -1.08960 -0.03545
C 0.85515 -1.02921 -1.24453
C 0.56399 0.99267 1.08165
C 1.39787 -0.04880 0.97647
H 2.19293 -0.13322 1.70585
H 0.34686 -0.15497 -1.60665
H 0.75524 1.73904 1.84643
H 0.95351 -1.84785 -1.93635
H -3.26855 0.05339 -0.85874
H 1.95255 -1.98148 0.24369
H -0.70757 2.26991 -0.13221

***

# 2
74
Properties=species:S:1:pos:R:3 method="wB97M-V/def2-TZVPD" charge=+1 gap_ev=8.35
Cl 4.83191 -0.79917 2.43779
Cl -0.05355 -0.26658 4.50971
Cl -2.63142 -1.03476 2.38222
Cl 9.46033 3.49177 5.30081
Cl -5.77721 1.07217 5.54262
Cl 5.61107 2.39871 3.21046
Cl 1.56182 0.36171 -1.67576
Cl -6.07917 0.13299 2.25919
Cl 8.75784 0.35101 6.34913
Cl 1.29490 1.80021 1.44314
S -0.23700 -2.53956 -6.79352
O -4.37434 0.99024 -3.57379
O 0.48390 0.71303 -4.86735
N 0.17686 -0.29739 -5.75108
C 5.75972 0.98270 4.28319
C 9.42909 1.67593 7.34046
C -3.22895 1.41812 -4.25865
C 0.17416 0.05875 -7.16667
C 8.89159 3.01896 6.92117
C -4.72202 -1.41839 -3.15214
C -0.93317 -1.41987 -3.04422
C 1.92340 0.17610 1.06521
C -1.41999 0.77968 4.04450
C -6.82699 -0.64726 3.68013
C 0.01410 -1.54133 -5.40828
C -0.53661 -1.10402 -7.87091
C -3.40245 -1.39135 -2.36913
C -2.27577 -2.15406 -3.08171
C 2.64101 0.14054 -0.25603
C 6.14528 -0.25844 3.52718
C -7.20002 0.34070 4.75463
C -4.96039 -0.20131 -4.06570
C -2.68998 0.00586 3.82947
C 0.05635 -2.10654 -4.03109
H -4.75934 -2.30540 -3.78662
H -4.61733 -0.39918 -5.08502
H -0.28278 1.03005 -7.31001
H 1.21597 0.05559 -7.48956
H -0.50219 -1.45110 -2.05219
H 6.33960 -1.07243 4.22267
H 9.15159 1.47480 8.37320
H -0.23953 -3.15000 -4.11233
H -5.56386 -1.51363 -2.47129
H 4.81212 0.85741 4.80095
H 1.08074 -2.08305 -3.65792
H -2.58981 1.94923 -3.55268
H -3.60178 -1.85004 -1.40173
H -1.56579 1.48631 4.85936
H -6.13286 -1.39873 4.04769
H -1.07460 -0.39349 -3.34983
H -0.06703 -1.28737 -8.83040
H -3.51780 0.69429 3.67581
H -2.56107 -2.25163 -4.13534
H -6.03193 -0.02141 -4.13855
H 10.51081 1.63293 7.25320
H 3.12413 -0.82537 -0.38830
H -1.60021 -0.92121 -7.98572
H 6.53329 1.20736 5.01293
H -7.72805 -1.14541 3.32766
H -7.76320 -0.16901 5.53381
H 7.80480 3.02224 6.90369
H -2.91662 -0.62859 4.68186
H -0.35494 1.10899 -4.58963
H 9.23332 3.78052 7.61933
H -7.80522 1.14919 4.35453
H 2.63941 -0.07689 1.84861
H -1.12731 1.32816 3.15265
H -2.66588 0.56555 -4.66398
H -3.10621 -0.36880 -2.15384
H 7.03077 -0.09595 2.91957
H 1.08977 -0.52182 1.10502
H -3.49419 2.09196 -5.07505
H 3.39525 0.92037 -0.30665
H -2.15634 -3.15366 -2.67084

***

# 3
13
Properties=species:S:1:pos:R:3 method="wB97M-V/def2-TZVPD" charge=0 gap_ev=10.56 smiles="CC(=O)N1CC1"
O 0.95277 1.60204 0.97802
N -0.43482 0.26011 -0.21532
C 0.81543 0.63403 0.25469
C -1.72093 0.47259 0.36241
C -1.33188 -0.86355 -0.19926
C 2.01537 -0.09338 -0.32411
H -1.82200 0.53935 1.44674
H 2.62754 -0.51922 0.47793
H -2.35914 1.13721 -0.21300
H -1.18982 -1.65060 0.54332
H 1.75767 -0.87410 -1.04360
H -1.74430 -1.18845 -1.15676
H 2.63333 0.66368 -0.81906

***

# 4
17
Properties=species:S:1:pos:R:3 method="wB97M-V/def2-TZVPD" charge=0 gap_ev=8.80
O 2.05372 1.30113 -1.30326
N 0.61719 -0.31783 -0.05554
N -0.89650 0.58748 2.49875
C 1.52840 0.27483 -1.59836
C -1.45103 -0.06316 1.32897
C -0.72881 0.23678 0.00145
C 1.34946 -0.71883 -2.45530
H 1.76316 -0.60008 -3.44179
H -0.91046 1.59567 2.39325
H 0.06064 0.30047 2.67038
H -1.44501 -1.14233 1.51221
H -2.49265 0.25328 1.23629
H 0.63957 -1.35112 -0.18323
H -1.29936 -0.17594 -0.83266
H -0.64383 1.31810 -0.14155
H 0.65610 -1.52613 -2.33264
H 1.19941 0.02767 0.70304

***

Across the entries above, E_tot takes the values -768.077861; -5991.108753; -286.569673; -343.103733 hartree, respectively.
Across the entries above, ΔE to the lowest compared entry with this formula, charge and spin takes the values 0.000; 0.244; 1.686; 2.659 eV, respectively.